137
Properties=species:S:1:pos:R:3 method="wB97M-V/def2-TZVPD" s_squared=2.09 max_force_ev_per_a=3.8 total_charge=0 gap_ev="3.9 / 3.8" multiplicity=3 energy_ev=-112355.922
O -1.383 4.665 -1.371
V -1.342 6.189 -1.770
Cl -0.674 0.486 -1.143
O 0.322 -0.093 -2.082
O -1.887 0.288 -1.848
O -0.705 -0.231 0.127
O -0.486 1.858 -0.883
C -1.675 4.742 2.048
O -2.900 4.502 1.382
C -3.286 3.106 1.318
C -4.351 3.056 0.197
N -3.859 3.059 -1.213
C -5.023 2.857 -2.116
C -5.580 1.354 -2.148
O -6.308 1.174 -3.352
C -6.706 -0.198 -3.547
H -1.680 4.284 3.038
H -1.418 5.801 2.083
H -0.822 4.246 1.586
H -3.757 2.942 2.287
H -2.487 2.381 1.160
H -5.116 3.818 0.350
H -4.926 2.147 0.376
H -3.323 2.210 -1.323
H -4.755 3.157 -3.129
H -5.894 3.493 -1.962
H -6.209 1.266 -1.262
H -4.719 0.694 -2.041
H -5.829 -0.842 -3.609
H -7.044 -0.304 -4.577
H -7.463 -0.547 -2.845
C 1.572 -4.569 2.255
O 0.422 -4.280 1.439
C 0.756 -3.620 0.258
C -0.357 -3.722 -0.724
N -0.397 -5.124 -1.299
C -1.433 -5.333 -2.255
C -1.428 -6.847 -2.585
O -2.078 -7.032 -3.785
C -1.269 -6.947 -4.949
H 1.174 -4.791 3.246
H 2.057 -3.617 2.471
H 2.284 -5.313 1.899
H 1.668 -4.020 -0.185
H 1.011 -2.570 0.402
H -0.032 -2.940 -1.410
H -1.265 -3.433 -0.195
H -0.658 -5.680 -0.497
H -1.278 -4.742 -3.158
H -2.372 -5.015 -1.802
H -1.900 -7.443 -1.803
H -0.417 -7.225 -2.737
H -1.915 -7.256 -5.770
H -0.518 -7.726 -4.818
H -0.815 -5.970 -5.118
C 3.558 5.315 -5.063
O 3.226 5.110 -3.690
C 2.887 3.723 -3.379
C 2.353 3.471 -1.973
N 2.881 4.427 -1.029
C 2.410 4.223 0.394
C 3.060 5.260 1.296
O 3.193 6.465 0.599
C 4.205 7.296 1.134
H 4.424 4.720 -5.355
H 3.781 6.381 -5.114
H 2.824 5.134 -5.849
H 3.823 3.180 -3.506
H 2.182 3.437 -4.159
H 2.516 2.481 -1.548
H 1.267 3.483 -1.880
H 3.885 4.329 -0.979
H 2.608 3.184 0.657
H 1.333 4.358 0.499
H 4.035 4.789 1.418
H 2.520 5.271 2.243
H 4.170 8.253 0.615
H 5.165 6.866 0.848
H 4.197 7.483 2.208
C -6.291 1.205 3.155
O -4.965 0.609 3.131
C -4.948 -0.540 2.278
C -3.511 -1.000 1.926
N -3.016 -1.733 3.052
C -1.607 -2.083 2.945
C -1.226 -2.829 4.206
O -1.442 -1.911 5.265
C -0.922 -2.352 6.537
H -6.231 2.093 3.785
H -7.026 0.457 3.450
H -6.636 1.546 2.179
H -5.389 -0.294 1.312
H -5.450 -1.400 2.722
H -2.881 -0.149 1.667
H -3.469 -1.774 1.160
H -3.206 -1.253 3.920
H -0.944 -1.218 2.960
H -1.403 -2.674 2.052
H -0.198 -3.190 4.177
H -1.867 -3.708 4.272
H -1.236 -3.345 6.857
H -1.143 -1.582 7.277
H 0.149 -2.300 6.346
C 3.031 -0.356 0.973
C 2.139 -0.247 2.248
C 2.829 -0.265 3.633
O 3.244 -1.592 3.946
C 3.763 -1.819 5.234
N 1.506 1.059 2.096
H 3.728 0.482 0.966
H 2.382 -0.384 0.098
H 3.556 -1.308 1.052
H 1.343 -0.984 2.146
H 2.118 0.014 4.411
H 3.652 0.445 3.712
H 3.103 -1.513 6.045
H 4.773 -1.412 5.288
H 3.715 -2.907 5.280
H 0.764 1.227 2.761
H 0.990 1.081 1.227
C 3.670 -0.815 -4.447
C 3.528 -2.106 -3.629
C 4.179 -2.077 -2.281
O 5.546 -1.803 -2.334
C 6.078 -1.275 -1.193
N 2.131 -2.439 -3.463
H 4.705 -0.486 -4.544
H 3.174 -0.019 -3.892
H 3.365 -0.887 -5.491
H 4.063 -2.887 -4.170
H 4.214 -3.028 -1.750
H 3.606 -1.432 -1.615
H 5.878 -0.205 -1.135
H 7.149 -1.467 -1.128
H 5.673 -1.842 -0.354
H 1.633 -2.586 -4.329
H 1.596 -1.724 -2.990